{
  "formula": "C18H43BrF3N10O7P3S",
  "method": "ωB97M-V/def2-TZVPD",
  "symbols": ["H", "H", "C", "H", "C", "H", "O", "F", "O", "H", "C", "H", "S", "H", "H", "H", "N", "C", "H", "H", "C", "H", "H", "H", "C", "H", "N", "C", "O", "C", "C", "H", "O", "H", "H", "N", "P", "P", "H", "H", "H", "C", "N", "H", "H", "C", "H", "H", "H", "C", "C", "Br", "N", "H", "H", "H", "N", "C", "N", "H", "H", "H", "H", "P", "H", "H", "N", "F", "H", "H", "O", "F", "C", "H", "N", "N", "C", "H", "H", "O", "C", "O", "H", "H", "H", "C"],
  "xyz": [[0.74, 0.05, -5.28], [0.11, 1.59, -5.86], [1.88, 2.98, -4.16], [-5.38, 5.06, 2.82], [3.36, -7.59, -3.53], [2.80, 2.27, -1.39], [-2.09, 4.54, 1.57], [4.34, -6.49, -3.32], [4.86, -9.62, -2.17], [-0.20, -7.62, -0.12], [-1.99, 6.09, 5.40], [-0.36, 3.99, 5.24], [3.47, -8.90, -2.20], [-4.83, 5.29, 4.51], [4.91, -8.24, 0.27], [1.92, 2.75, 0.06], [1.19, 1.71, -4.03], [-1.39, 3.84, 5.59], [2.72, -4.53, -3.09], [-2.69, 6.86, 5.07], [3.00, -8.33, -0.48], [-4.42, 1.65, 3.69], [-2.43, 7.02, 1.58], [-3.90, 6.21, 0.99], [-2.11, 1.96, 2.81], [-1.96, 4.02, -1.61], [0.82, 1.53, -1.26], [-1.43, 3.13, -3.92], [0.72, -0.23, -2.85], [1.45, -8.83, -0.31], [-1.51, 3.02, -1.59], [3.84, -8.78, 1.42], [4.72, -5.30, 2.19], [-4.95, 3.27, 3.93], [1.20, 0.71, 0.67], [3.92, -5.76, -0.41], [0.85, -4.82, -1.74], [-2.20, 4.63, 3.12], [0.25, -0.31, -0.38], [2.01, -0.13, -0.67], [-0.98, 6.39, 5.09], [-4.79, 5.69, 3.50], [-2.97, 3.09, 3.17], [-2.69, 1.08, 2.53], [2.62, 2.95, -4.97], [1.09, 0.39, -0.38], [1.52, 3.52, -1.43], [2.48, 3.23, -3.29], [-1.94, 4.10, -3.81], [1.82, 2.56, -1.01], [4.39, -5.44, 0.87], [0.29, -5.71, 1.13], [-0.60, 2.83, -2.74], [-2.04, 6.11, 6.50], [-1.64, 2.79, 5.46], [-5.30, 6.66, 3.57], [0.60, -7.64, -0.82], [-4.06, 2.64, 4.01], [-3.43, 5.84, 3.03], [1.22, 3.82, -4.38], [1.84, 1.21, -6.00], [-1.01, 2.95, -0.62], [-1.44, 1.69, 3.62], [0.10, 1.19, -2.80], [-2.19, 2.36, -4.08], [-1.42, 4.01, 6.67], [2.29, -3.96, -2.32], [1.97, -7.14, -3.76], [1.91, -3.10, -2.82], [-4.00, 7.64, 2.03], [2.42, -10.02, -2.59], [3.78, -8.27, -4.81], [-3.44, 6.71, 1.85], [2.71, -6.72, 1.00], [4.09, -8.90, 0.41], [-2.33, 4.74, 4.89], [1.24, -6.27, -0.58], [-2.32, 2.27, -1.60], [-3.79, 2.55, 5.06], [1.06, -10.01, 0.18], [0.96, 1.12, -5.35], [0.01, -3.62, -0.74], [0.30, -2.72, -1.12], [-1.48, 2.19, 1.94], [-0.85, 3.22, -4.84], [2.76, -6.70, -0.19]],
  "lowdin_charge": [0.067, 0.060, -0.131, 0.083, -0.288, 0.082, -0.318, 0.008, -0.324, 0.070, -0.137, 0.088, 0.931, 0.071, 0.106, 0.080, -0.321, -0.137, 0.017, 0.074, -0.366, 0.084, 0.071, 0.079, -0.139, 0.086, -0.338, -0.136, -0.338, -0.232, -0.133, 0.112, 0.021, 0.049, 0.077, 0.080, 0.869, 0.768, 0.061, 0.080, 0.085, -0.147, -0.319, 0.081, 0.084, -0.147, 0.073, 0.049, 0.088, -0.143, -0.006, 0.750, -0.260, 0.083, 0.058, 0.080, 0.004, -0.131, -0.345, 0.070, 0.080, 0.060, 0.061, 0.769, 0.088, 0.087, -0.204, 0.005, 0.051, 0.077, -0.325, 0.011, -0.146, 0.109, 0.063, -0.268, -0.800, 0.088, 0.069, 0.029, -0.143, -0.447, 0.051, 0.058, 0.057, -0.318],
  "total_charge": 0,
  "energy_ha": -6081.19699,
  "gap_ev": 7.015,
  "e_homo_ev": -8.34
}

=====

{
  "formula": "C18H43F2O3S",
  "method": "ωB97M-V/def2-TZVPD",
  "symbols": ["H", "C", "H", "H", "O", "H", "C", "O", "H", "H", "H", "C", "H", "H", "C", "C", "H", "C", "H", "C", "O", "C", "H", "C", "C", "H", "H", "H", "H", "H", "H", "C", "F", "C", "H", "H", "C", "H", "H", "H", "C", "H", "H", "C", "H", "H", "H", "H", "H", "H", "H", "H", "H", "H", "H", "C", "H", "H", "H", "S", "C", "H", "F", "H", "C", "H", "H"],
  "xyz": [[-1.93, -4.18, -6.60], [-1.05, 4.80, 1.91], [-3.63, 5.52, 1.47], [-0.99, -5.16, -5.48], [-2.22, 4.02, 1.68], [2.19, 1.50, 0.32], [-1.79, -4.41, -5.55], [2.42, 3.54, 0.55], [-2.07, 0.97, 1.31], [1.22, -2.82, 1.38], [-2.38, 4.17, -0.99], [-1.30, 6.07, 2.70], [-2.07, 5.83, -0.48], [-1.55, -4.82, 1.43], [-1.10, 0.69, 0.94], [-1.45, -3.15, -4.77], [1.56, 2.22, 1.79], [-2.81, 5.03, -0.48], [-0.28, -0.85, -0.30], [-3.24, 4.65, 0.93], [-1.41, -3.34, -3.36], [2.40, 2.24, 1.10], [-0.38, 4.15, 2.48], [3.43, 3.80, -0.41], [-0.20, -4.81, 3.10], [1.18, -2.85, -2.87], [-1.89, 6.79, 2.13], [1.20, -3.93, -4.26], [3.57, 1.88, -1.42], [-2.03, -2.22, 1.62], [-0.60, -4.28, -1.81], [1.27, -4.82, 3.40], [1.77, -3.53, 3.41], [-0.50, -4.70, 1.62], [-0.50, -2.72, -5.13], [1.47, -5.32, 4.33], [-0.45, -4.26, -2.89], [4.53, 1.78, 1.20], [-2.70, -4.86, -5.16], [0.00, -5.49, 1.08], [0.99, -3.87, -3.19], [3.90, 2.63, 2.60], [4.06, 3.26, -2.39], [3.34, 2.93, -1.65], [-0.87, 1.36, 0.13], [-1.85, 5.85, 3.62], [3.30, 4.84, -0.69], [3.54, 0.91, 2.37], [-2.05, -0.85, -0.17], [4.42, 3.72, 0.05], [1.68, -4.55, -2.68], [-0.67, -5.27, -3.26], [-0.54, 5.02, 0.97], [1.78, -5.39, 2.63], [-0.59, -5.77, 3.43], [3.67, 1.87, 1.86], [-0.72, -4.06, 3.68], [-0.36, 6.55, 2.96], [-3.68, 5.38, -1.05], [0.02, -3.15, 0.85], [-1.05, -1.79, 1.46], [-0.37, 0.84, 1.72], [-0.56, -1.34, 2.63], [2.34, 2.97, -2.07], [-1.13, -0.72, 0.37], [-2.21, -2.40, -4.95], [-4.05, 3.92, 0.88]],
  "nbo_charge": [0.228, -0.064, 0.167, 0.202, -0.549, 0.144, -0.646, -0.534, 0.232, 0.219, 0.204, -0.646, 0.208, 0.272, -0.608, -0.067, 0.180, -0.644, 0.215, -0.064, -0.543, -0.058, 0.180, -0.067, -0.464, 0.206, 0.205, 0.221, 0.195, 0.207, 0.149, 0.047, -0.367, -0.527, 0.163, 0.200, -0.054, 0.207, 0.216, 0.261, -0.649, 0.223, 0.225, -0.645, 0.238, 0.214, 0.194, 0.208, 0.245, 0.164, 0.212, 0.171, 0.168, 0.162, 0.251, -0.646, 0.242, 0.221, 0.221, 0.582, 0.129, 0.224, -0.314, 0.211, -0.455, 0.194, 0.182],
  "total_charge": 1,
  "energy_ha": -1534.91465,
  "gap_ev": 8.472,
  "e_homo_ev": -11.34
}

=====

{
  "formula": "C18H43IN9O18",
  "method": "ωB97M-V/def2-TZVPD",
  "symbols": ["C", "N", "C", "N", "C", "O", "H", "H", "C", "H", "O", "O", "H", "H", "H", "H", "C", "H", "C", "H", "H", "C", "H", "H", "H", "O", "C", "N", "O", "C", "H", "H", "O", "H", "C", "O", "O", "H", "H", "O", "N", "H", "H", "H", "H", "O", "N", "H", "I", "H", "O", "H", "H", "N", "H", "C", "H", "H", "N", "N", "H", "O", "H", "O", "H", "C", "C", "O", "H", "O", "C", "H", "O", "O", "H", "H", "H", "H", "O", "H", "C", "C", "H", "C", "H", "H", "N", "H", "C"],
  "xyz": [[-2.58, -2.39, 2.46], [-0.37, 3.17, 8.20], [-0.68, -4.25, -1.01], [-0.47, 2.08, 2.66], [0.57, -3.18, -5.18], [1.63, 7.26, 5.14], [-1.08, 1.46, 7.23], [-3.10, 0.04, -2.26], [-2.31, 0.98, -0.60], [-0.53, -4.89, -0.08], [-0.88, -5.34, -7.07], [1.97, 5.13, 5.30], [-0.54, 1.03, -5.20], [-1.62, -1.82, 2.21], [-3.63, -0.93, 0.39], [-1.29, -4.76, -1.83], [-2.75, -3.77, 1.66], [1.12, 3.31, 2.02], [1.46, -3.48, -0.50], [-0.53, 3.85, 1.55], [5.17, 4.22, 4.25], [4.60, 1.25, -0.11], [0.89, 5.70, 7.59], [5.04, 0.42, -0.65], [-1.71, -4.23, 1.57], [-3.26, 1.43, -4.00], [0.14, 3.00, 1.66], [3.20, 1.44, -0.58], [1.83, -4.20, 0.47], [-1.54, 1.25, -5.55], [1.46, -1.38, 0.38], [5.14, 2.17, -0.31], [-2.44, -0.54, -4.39], [-2.47, -2.68, 3.58], [-1.91, -4.19, -8.78], [5.22, 1.79, 3.36], [-1.57, 1.64, 2.40], [-0.88, -2.13, -1.57], [-1.71, 2.32, -5.60], [1.43, -1.10, -5.74], [-0.72, -4.52, -7.97], [2.66, 5.98, 7.65], [-2.66, -3.78, -8.11], [1.58, -1.44, -1.46], [-1.53, 1.59, -1.18], [0.33, -3.97, -8.24], [-2.56, -0.25, -1.43], [4.04, 4.04, 2.86], [-5.67, -3.18, 0.73], [-1.20, 2.98, 6.28], [-0.88, 4.28, 8.27], [-3.31, 1.54, -0.53], [-1.94, 0.73, 0.46], [0.48, -1.86, -5.85], [-3.49, -1.71, 2.41], [-3.43, -1.22, -0.70], [3.06, -1.82, -0.39], [0.23, 2.45, 0.72], [1.78, 6.23, 5.77], [-2.49, 0.66, -4.56], [4.56, 1.03, 0.96], [0.32, 2.66, 9.06], [-3.34, -4.47, 2.36], [0.18, 1.84, 3.67], [5.61, 4.87, 2.64], [1.93, -1.95, -0.49], [1.71, 6.33, 7.25], [2.80, 0.69, -1.45], [-4.45, -1.20, -1.22], [2.57, 2.34, -0.06], [-1.29, -2.79, -0.72], [-2.26, -5.11, -9.25], [-0.54, -1.63, -6.48], [6.65, 2.79, 2.06], [-0.25, -3.24, -4.47], [1.54, 7.37, 7.53], [0.50, -3.95, -5.94], [1.53, -3.25, -4.66], [0.68, -4.01, -1.56], [-1.62, -3.45, -9.54], [-3.58, -3.68, 0.30], [-0.58, 2.39, 6.95], [0.40, 2.20, 6.51], [5.08, 4.08, 3.17], [-3.60, -4.74, -0.14], [-0.91, -2.32, 0.25], [5.70, 2.77, 2.84], [-1.74, 0.78, -6.51], [-2.91, -2.76, -0.86]],
  "lowdin_charge": [-0.156, -0.443, -0.157, -0.427, 0.055, 0.064, 0.107, 0.043, -0.153, 0.105, 0.065, 0.047, 0.093, 0.062, 0.057, 0.120, -0.327, 0.079, -0.425, 0.106, 0.101, 0.044, 0.073, 0.100, 0.088, 0.042, 0.039, -0.419, 0.030, 0.036, 0.091, 0.097, 0.067, 0.066, 0.045, 0.065, 0.056, 0.098, 0.089, 0.052, -0.440, 0.103, 0.107, 0.077, 0.073, 0.053, -0.152, 0.098, 0.688, 0.097, 0.034, 0.086, 0.052, -0.420, 0.038, -0.332, 0.078, 0.080, -0.446, -0.429, 0.086, 0.063, 0.083, 0.040, 0.095, -0.024, 0.049, 0.068, 0.069, 0.038, -0.225, 0.098, 0.029, 0.049, 0.112, 0.097, 0.053, 0.100, -0.121, 0.095, -0.726, 0.044, 0.098, 0.047, 0.057, 0.082, -0.446, 0.090, -0.321],
  "total_charge": -1,
  "energy_ha": -2855.56595,
  "gap_ev": 2.817,
  "relative_energy_kcal_mol": 54.13,
  "e_homo_ev": -1.67
}